1.
{
  "formula": "C28H26N5PtSi",
  "method": "ωB97M-V with the def2-TZVPD basis set",
  "species": ["Pt", "C", "N", "C", "C", "N", "C", "C", "C", "C", "C", "C", "N", "C", "N", "C", "C", "C", "C", "C", "C", "N", "H", "H", "H", "H", "H", "H", "H", "H", "H", "H", "H", "H", "H", "H", "H", "C", "C", "C", "C", "C", "C", "Si", "C", "C", "C", "C", "C", "C", "H", "H", "H", "H", "H", "H", "H", "H", "H", "H", "H"],
  "coordinates": [[-0.87108, -0.71302, -0.40970], [1.52176, 1.62493, 0.20912], [0.33087, 1.70965, -0.62593], [0.58376, 1.91623, -2.04387], [0.68785, 0.61351, -2.78120], [0.00460, -0.47002, -2.50765], [0.32764, -1.38892, -3.50326], [-0.09216, -2.70215, -3.68753], [0.39718, -3.37812, -4.78707], [1.28847, -2.77293, -5.68588], [1.72111, -1.47344, -5.50894], [1.22252, -0.80039, -4.40054], [1.43345, 0.47658, -3.90499], [1.96921, 0.20142, 0.35331], [1.15594, -0.81794, 0.40210], [1.94525, -1.94545, 0.60732], [1.59301, -3.28571, 0.72177], [2.61137, -4.19152, 0.93952], [3.94912, -3.78141, 1.03986], [4.31028, -2.45338, 0.92463], [3.28014, -1.54758, 0.70704], [3.25696, -0.17032, 0.53662], [1.27528, 2.00554, 1.20212], [2.34827, 2.23634, -0.17000], [-0.29549, 2.41390, -0.26728], [1.48008, 2.52000, -2.22674], [-0.25842, 2.46691, -2.46811], [-0.77232, -3.16498, -2.98402], [0.09002, -4.40039, -4.96508], [1.64760, -3.33904, -6.53458], [2.41293, -1.00895, -6.19948], [2.00762, 1.19054, -4.31975], [0.55832, -3.59022, 0.63629], [2.37893, -5.24373, 1.03683], [4.71615, -4.52458, 1.21006], [5.34321, -2.14011, 1.00063], [4.04931, 0.44861, 0.56449], [-5.40141, 2.69934, 1.66730], [-5.53882, 1.54023, 2.42046], [-4.56650, 0.55175, 2.35762], [-3.44664, 0.70260, 1.53778], [-3.32856, 1.87155, 0.78140], [-4.29474, 2.86593, 0.84607], [-2.17600, -0.65758, 1.44812], [-2.60611, -1.96568, 0.20912], [-2.31156, -3.36216, 0.25371], [-2.59407, -4.15702, -0.81788], [-3.14046, -3.59638, -2.00134], [-3.40401, -2.25898, -2.08718], [-3.15688, -1.42089, -0.96968], [-6.15877, 3.47059, 1.71889], [-6.40273, 1.40719, 3.05852], [-4.68518, -0.34487, 2.95781], [-2.47969, 1.99102, 0.11573], [-4.19101, 3.76553, 0.25245], [-1.72346, -1.00196, 2.81157], [-1.87251, -3.78127, 1.15187], [-2.40461, -5.22207, -0.77193], [-3.36414, -4.24497, -2.83962], [-3.84075, -1.84090, -2.98479], [-3.48851, -0.38901, -0.99087]],
  "atomic_forces_ev_per_a": [[-0.022, -0.173, -0.065], [-0.139, -0.134, -0.050], [0.158, 0.320, 0.007], [-0.146, -0.150, 0.058], [-0.099, 0.016, -0.232], [0.284, -0.092, 0.334], [0.051, 0.010, -0.060], [-0.003, -0.094, 0.077], [-0.036, -0.018, 0.038], [0.025, 0.060, -0.001], [0.041, -0.018, -0.045], [-0.116, -0.027, 0.074], [0.040, 0.043, -0.029], [0.105, 0.049, 0.228], [-0.209, 0.346, -0.425], [0.000, -0.038, 0.058], [-0.033, -0.034, -0.024], [-0.060, -0.013, -0.003], [0.035, 0.048, -0.008], [0.064, -0.020, 0.004], [-0.137, 0.002, -0.004], [0.102, 0.028, 0.002], [-0.008, -0.034, 0.027], [0.022, 0.011, -0.044], [0.005, 0.016, -0.020], [0.052, -0.015, -0.003], [-0.021, -0.009, -0.001], [0.035, 0.024, -0.038], [0.004, 0.014, 0.015], [-0.004, 0.007, 0.002], [-0.013, -0.009, 0.010], [-0.009, 0.008, 0.003], [0.007, -0.007, -0.012], [-0.007, 0.019, -0.006], [-0.001, 0.007, 0.003], [-0.015, -0.006, 0.004], [-0.006, 0.007, 0.005], [0.023, -0.038, 0.008], [0.034, -0.005, -0.022], [-0.009, 0.045, 0.082], [0.194, 0.116, -0.113], [-0.094, -0.042, 0.012], [-0.010, -0.011, -0.007], [0.084, -0.060, 0.086], [-0.456, -0.066, 0.575], [0.004, -0.062, -0.161], [0.044, 0.072, 0.000], [-0.136, 0.031, 0.021], [0.007, -0.128, -0.036], [0.710, 0.322, -0.318], [0.006, -0.004, 0.000], [0.004, 0.004, -0.009], [-0.003, 0.028, -0.010], [-0.003, 0.002, 0.008], [-0.003, -0.004, 0.012], [0.020, -0.253, -0.087], [-0.087, -0.017, 0.013], [0.004, 0.011, -0.006], [0.004, 0.012, 0.015], [0.044, 0.006, -0.007], [-0.324, -0.101, 0.064]],
  "charge": 1,
  "e_homo_ev": -10.394,
  "gap_ev": 7.8,
  "lumo_ev": -2.564,
  "relative_energy_kcal_mol": 3.69
}

---

2.
{
  "formula": "C6H10N2O2S2",
  "method": "ωB97M-V with the def2-TZVPD basis set",
  "species": ["N", "S", "O", "O", "C", "C", "C", "C", "N", "C", "C", "S", "H", "H", "H", "H", "H", "H", "H", "H", "H", "H"],
  "coordinates": [[-2.51641, -1.17570, 0.71210], [-2.05896, 0.42939, 0.63472], [-2.11124, 0.88986, 1.98738], [-2.83660, 1.03201, -0.39440], [-0.31804, 0.25750, 0.18321], [0.64618, 1.79398, 0.13991], [2.12290, 1.43740, 0.02041], [1.30261, 1.97183, -1.06451], [0.27616, -0.63018, 1.01948], [0.51713, -1.76088, 0.56179], [0.31799, -2.10885, -0.87986], [-0.41211, -0.55481, -1.53412], [-2.23680, -1.48759, -0.15430], [-2.28289, -1.79605, 1.47070], [0.19887, 2.49693, 0.80770], [2.39788, 0.43624, 0.03618], [2.87958, 2.05601, 0.67148], [1.30763, 3.01253, -1.37892], [0.99348, 1.24735, -1.88062], [1.02192, -2.42211, 1.27173], [1.25449, -2.29374, -1.34750], [-0.46378, -2.83110, -0.88258]],
  "atomic_forces_ev_per_a": [[-0.899, 1.604, 0.880], [-0.554, -1.014, 2.292], [0.089, 0.608, 0.025], [0.494, 0.144, -0.334], [0.734, 3.386, -2.615], [-2.817, -5.076, 2.979], [1.032, 2.955, 2.741], [0.081, 1.061, -4.765], [0.101, 0.041, 1.853], [1.759, -0.958, 0.644], [-1.034, 2.149, 0.852], [0.252, -0.174, 0.249], [0.163, -1.703, -2.410], [0.321, 0.571, 0.329], [0.101, 0.473, 0.147], [0.189, -1.725, -0.217], [-1.658, -0.907, -1.667], [0.696, -0.138, -0.264], [0.773, 1.168, 0.877], [-0.214, -0.423, -0.421], [0.478, -0.804, -0.517], [-0.084, -1.237, -0.657]],
  "charge": 0,
  "e_homo_ev": -9.509,
  "gap_ev": 9.8,
  "lumo_ev": 0.339,
  "relative_energy_kcal_mol": 63.82,
  "smiles": "NS(=O)(=O)[C@@]1(C2CC2)N=CCS1"
}

---

3.
{
  "formula": "C2H5N",
  "method": "ωB97M-V with the def2-TZVPD basis set",
  "species": ["C", "N", "C", "H", "H", "H", "H", "H"],
  "coordinates": [[-0.59309, 1.18050, 0.06502], [-0.84635, -0.01550, -0.15629], [0.43261, -0.95595, -0.04892], [-1.38486, 1.91869, 0.09113], [0.46312, 1.48357, 0.25752], [-0.04499, -1.74317, 0.53094], [1.30024, -0.34546, 0.20892], [0.67331, -1.52268, -0.94832]],
  "atomic_forces_ev_per_a": [[1.231, 0.806, 0.344], [1.765, -2.452, -0.736], [-2.950, 0.968, -0.860], [-0.072, 0.136, -0.039], [-0.681, 0.365, -0.013], [1.109, 0.104, 1.127], [-0.069, -0.551, 0.789], [-0.333, 0.624, -0.613]],
  "charge": 0,
  "e_homo_ev": -9.797,
  "gap_ev": 11.1,
  "lumo_ev": 1.265,
  "relative_energy_kcal_mol": 20.62,
  "smiles": "C=NC"
}

---

4.
{
  "formula": "C5H4BrCl3N3O2",
  "method": "ωB97M-V with the def2-TZVPD basis set",
  "species": ["C", "C", "C", "C", "C", "N", "N", "N", "O", "O", "Cl", "Cl", "Cl", "Br", "H", "H", "H", "H"],
  "coordinates": [[0.69266, 1.77271, 0.97459], [-0.54875, -0.69969, -0.15023], [-1.12331, 0.52407, -0.02265], [1.79878, 1.06016, 0.29080], [1.66020, -0.43260, 0.15486], [-0.48167, 1.41110, 0.78962], [-0.79222, -1.93951, -0.28008], [-2.20783, 0.93964, -0.70125], [-2.21316, -2.28380, -0.16365], [-0.12116, -2.89428, -0.40807], [3.37757, 1.35885, 1.08300], [2.54340, -1.20730, -1.09066], [1.91742, -1.30090, 1.71146], [1.86701, 1.99495, -1.52740], [0.90096, 2.60399, 1.75721], [-2.33589, -3.17940, -0.15699], [-2.61334, 0.40268, -1.44800], [-2.32066, 1.86932, -0.81255]],
  "atomic_forces_ev_per_a": [[0.378, 0.540, 1.673], [5.148, 0.335, 0.661], [-0.843, 1.244, -0.682], [2.008, 1.057, -1.430], [-2.068, -1.776, 0.636], [-2.666, 0.865, -0.062], [-4.069, -2.419, 0.322], [1.629, -3.172, 0.754], [0.517, 6.290, -0.029], [2.193, -0.937, -0.364], [-0.584, 0.197, -0.217], [-0.504, 0.325, 0.095], [-0.659, 0.706, -1.064], [-0.224, -0.689, 1.028], [-0.086, -1.536, -1.410], [0.419, -4.304, -0.078], [0.068, -0.599, 0.106], [-0.658, 3.873, 0.063]],
  "charge": 1,
  "e_homo_ev": -14.102,
  "gap_ev": 8.1,
  "lumo_ev": -6.017
}

---

What did the fourth record say?
{
  "formula": "C5H4BrCl3N3O2",
  "method": "ωB97M-V with the def2-TZVPD basis set",
  "species": ["C", "C", "C", "C", "C", "N", "N", "N", "O", "O", "Cl", "Cl", "Cl", "Br", "H", "H", "H", "H"],
  "coordinates": [[0.69266, 1.77271, 0.97459], [-0.54875, -0.69969, -0.15023], [-1.12331, 0.52407, -0.02265], [1.79878, 1.06016, 0.29080], [1.66020, -0.43260, 0.15486], [-0.48167, 1.41110, 0.78962], [-0.79222, -1.93951, -0.28008], [-2.20783, 0.93964, -0.70125], [-2.21316, -2.28380, -0.16365], [-0.12116, -2.89428, -0.40807], [3.37757, 1.35885, 1.08300], [2.54340, -1.20730, -1.09066], [1.91742, -1.30090, 1.71146], [1.86701, 1.99495, -1.52740], [0.90096, 2.60399, 1.75721], [-2.33589, -3.17940, -0.15699], [-2.61334, 0.40268, -1.44800], [-2.32066, 1.86932, -0.81255]],
  "atomic_forces_ev_per_a": [[0.378, 0.540, 1.673], [5.148, 0.335, 0.661], [-0.843, 1.244, -0.682], [2.008, 1.057, -1.430], [-2.068, -1.776, 0.636], [-2.666, 0.865, -0.062], [-4.069, -2.419, 0.322], [1.629, -3.172, 0.754], [0.517, 6.290, -0.029], [2.193, -0.937, -0.364], [-0.584, 0.197, -0.217], [-0.504, 0.325, 0.095], [-0.659, 0.706, -1.064], [-0.224, -0.689, 1.028], [-0.086, -1.536, -1.410], [0.419, -4.304, -0.078], [0.068, -0.599, 0.106], [-0.658, 3.873, 0.063]],
  "charge": 1,
  "e_homo_ev": -14.102,
  "gap_ev": 8.1,
  "lumo_ev": -6.017
}